1.
43
Properties=species:S:1:pos:R:3:mulliken_charge:R:1 method="wB97M-V/def2-TZVPD" e_homo_ha=-0.2840 e_above_lowest_kj_mol=1736.9 smiles="COc1cc2c(cc1OC)CN(C(=S)Nc1ccccc1Cl)CC2" multiplicity=1 total_charge=0 total_energy_ev=-49391.0221 largest_force_ev_per_a=17.69
C 0.960 2.537 -4.448 -0.86
O 0.428 1.386 -4.244 -0.32
C 0.935 0.766 -3.013 0.19
C 0.598 -0.499 -2.830 -0.18
C 0.527 -1.390 -1.805 -0.31
C 1.250 -0.788 -0.767 1.16
C 1.715 0.562 -0.746 -0.74
C 1.612 1.097 -2.024 0.67
O 1.945 2.512 -2.228 -0.53
C 2.409 3.386 -0.945 -0.89
C 1.610 -1.515 0.620 -0.96
N 0.351 -2.650 0.803 0.08
C -0.602 -2.223 1.408 0.50
S -1.986 -3.269 1.494 -0.40
N -0.598 -0.954 1.776 0.10
C -1.652 -0.377 2.644 0.39
C -2.313 -0.968 3.616 0.01
C -3.551 -0.380 4.238 -0.97
C -3.508 1.109 4.375 -0.47
C -2.701 2.010 3.456 -0.91
C -1.846 0.965 2.558 0.21
Cl -0.699 2.058 1.444 -0.29
C 0.440 -3.408 -0.317 -1.05
C -0.124 -2.774 -1.678 -0.89
H 1.908 2.699 -4.367 0.44
H 0.464 2.576 -5.459 0.27
H 0.353 3.272 -3.827 0.23
H -0.032 -1.004 -3.766 0.14
H 2.275 1.109 0.151 0.26
H 1.878 3.131 -0.083 0.29
H 3.375 2.770 -0.722 0.34
H 2.868 4.280 -1.254 0.36
H 1.726 -0.888 1.642 0.37
H 2.734 -2.201 0.500 0.28
H -0.269 -0.087 1.292 -0.21
H -2.424 -2.048 3.694 0.42
H -4.059 -0.725 5.039 0.44
H -4.173 1.592 4.910 0.51
H -2.689 2.936 3.398 0.66
H -0.258 -4.475 -0.069 0.34
H 1.576 -4.019 -0.465 0.35
H 0.571 -3.398 -2.336 0.26
H -1.026 -2.713 -1.662 0.70


2.
47
Properties=species:S:1:pos:R:3:mulliken_charge:R:1 method="wB97M-V/def2-TZVPD" e_homo_ha=-0.0535 e_above_lowest_kj_mol=189.9 multiplicity=1 total_charge=-1 total_energy_ev=-109489.0744 largest_force_ev_per_a=5.41
C -2.966 -0.703 0.724 -0.85
C -2.125 0.544 0.982 -0.55
C -1.106 0.821 -0.123 1.50
C 0.205 0.111 0.141 0.12
N 1.332 0.791 0.404 0.72
C 2.588 0.058 0.591 -0.65
C 2.354 -1.321 1.147 -0.84
C 1.370 -2.043 0.277 -0.62
N 0.191 -1.222 0.073 0.22
C -1.015 -1.993 -0.281 -1.16
C -2.143 -1.980 0.753 -0.57
H -3.738 -0.774 1.497 0.39
H -3.473 -0.614 -0.250 0.32
H -2.797 1.406 1.048 0.32
H -1.603 0.460 1.949 0.39
H -1.517 0.497 -1.096 0.68
H -0.887 1.894 -0.199 -2.11
H 3.097 -0.020 -0.385 0.19
H 3.223 0.605 1.293 0.50
H 3.296 -1.876 1.165 0.38
H 1.987 -1.264 2.179 0.33
H 1.828 -2.283 -0.698 0.27
H 1.062 -2.990 0.737 0.48
H -1.402 -1.644 -1.246 0.44
H -0.688 -3.029 -0.424 0.52
H -1.725 -2.172 1.752 0.30
H -2.807 -2.817 0.511 0.34
O 3.267 6.887 2.153 -0.43
C 2.303 6.739 1.537 0.44
Co 0.771 6.607 0.655 -0.28
C -0.213 6.600 2.115 0.09
O -0.863 6.673 3.066 -0.40
C 0.926 8.342 0.306 0.19
O 0.997 9.480 0.117 -0.44
C 1.300 4.551 -0.235 -0.55
C 0.835 3.325 0.078 -0.38
C 1.377 2.197 0.852 -0.53
Co -0.460 4.559 -0.297 0.48
C -1.605 4.268 1.012 0.03
O -2.383 4.116 1.856 -0.44
C -1.252 3.971 -1.765 -0.06
O -1.778 3.585 -2.720 -0.46
C -0.894 6.376 -0.491 0.51
O -1.671 7.133 -0.939 -0.62
H 2.247 4.895 -0.658 0.44
H 0.915 2.260 1.855 -0.01
H 2.438 2.423 1.015 0.37


3.
52
Properties=species:S:1:pos:R:3:mulliken_charge:R:1 method="wB97M-V/def2-TZVPD" e_homo_ha=0.0003 e_above_lowest_kj_mol=0.0 multiplicity=1 total_charge=-2 total_energy_ev=-61029.9650 largest_force_ev_per_a=0.68
Pd 0.215 -0.509 0.101 -0.14
C 3.212 -1.686 -0.337 -0.97
C 3.273 -0.248 0.031 0.00
N 2.255 0.570 0.198 0.13
C 2.802 1.799 0.513 0.07
C 4.179 1.712 0.534 0.12
N 4.442 0.411 0.223 -0.01
C 5.368 2.614 0.787 0.69
O 5.122 3.834 1.000 -0.82
O 6.478 2.071 0.668 -0.77
C 1.955 2.986 0.818 0.46
O 2.593 4.135 0.962 -0.60
O 0.750 2.916 0.928 -0.57
H 2.159 -1.964 -0.443 -0.08
H 3.664 -2.308 0.441 0.30
H 3.741 -1.868 -1.277 0.35
H 5.392 0.078 0.178 0.23
H 3.617 4.047 0.873 0.46
F -6.089 -3.684 1.103 -0.35
C -4.856 -3.392 0.628 0.55
C -4.581 -2.150 0.082 0.10
F -5.569 -1.232 0.022 -0.34
C -3.323 -1.862 -0.410 0.50
F -3.156 -0.654 -0.954 -0.39
C -2.255 -2.782 -0.384 -0.11
S -0.674 -2.401 -0.987 -0.66
C -2.589 -4.025 0.174 0.42
F -1.661 -4.998 0.261 -0.40
C -3.843 -4.330 0.668 0.17
F -4.095 -5.549 1.198 -0.35
C 0.553 2.314 4.189 -1.18
C 1.116 1.003 3.645 -0.11
N 0.281 -0.168 3.824 0.41
C 0.376 -0.907 5.060 -0.77
C -0.606 -0.464 6.148 -1.07
C -0.684 -0.459 2.871 1.45
C -1.320 -1.825 2.948 -0.69
N -1.050 0.308 1.908 -1.10
H 1.213 3.138 3.912 0.42
H 0.457 2.296 5.278 0.40
H -0.428 2.522 3.762 0.23
H 2.084 0.796 4.111 0.39
H 1.298 1.104 2.576 -0.42
H 1.400 -0.801 5.429 0.37
H 0.231 -1.970 4.864 0.43
H -0.395 0.550 6.487 0.27
H -0.553 -1.134 7.011 0.40
H -1.628 -0.483 5.766 0.24
H -0.571 -2.618 2.947 0.28
H -1.936 -1.944 2.062 -0.34
H -1.940 -1.938 3.844 0.34
H -0.636 1.237 1.951 0.04


4.
50
Properties=species:S:1:pos:R:3:mulliken_charge:R:1 method="wB97M-V/def2-TZVPD" e_homo_ha=0.0117 multiplicity=1 total_charge=-3 total_energy_ev=-48891.1866 largest_force_ev_per_a=6.11
Pb -0.824 0.454 0.444 1.10
C -0.341 -3.996 5.805 -0.78
C -0.568 -2.892 4.947 0.42
C -1.107 -1.492 5.734 0.45
O -1.263 -0.411 5.111 -0.71
C -1.464 -1.606 7.102 -0.36
C -1.423 -2.870 7.723 0.45
C -0.749 -4.059 7.101 0.35
O -0.422 -5.113 7.873 -0.78
O -1.912 -2.757 8.968 -0.74
O -0.676 -2.937 3.749 -0.63
H -0.043 -4.926 5.343 0.34
H -1.808 -0.788 7.718 0.41
C -3.761 4.850 -4.472 -0.66
C -2.750 4.263 -3.692 0.58
C -1.480 3.528 -4.425 0.38
O -0.675 2.835 -3.801 -0.70
C -1.364 3.708 -5.864 -0.56
C -2.422 4.259 -6.576 0.38
C -3.715 4.716 -5.830 0.38
O -4.851 5.058 -6.419 -0.77
O -2.149 4.415 -7.857 -0.77
O -2.751 4.259 -2.463 -0.71
H -4.656 5.176 -3.963 0.37
H -0.556 3.238 -6.405 0.38
F -4.717 0.227 1.452 -0.86
C -0.655 -1.394 -3.208 -0.78
O 0.088 -1.710 -2.042 -0.23
C 1.331 -2.237 -2.561 -0.81
C 2.335 -2.324 -1.396 -0.79
N 2.523 -1.042 -0.818 -0.05
C 3.437 -1.191 0.304 -0.71
C 3.626 0.205 0.855 -0.71
O 2.361 0.873 1.028 -0.22
C 2.416 2.064 1.842 -0.82
H -1.510 -0.736 -3.055 0.32
H -1.168 -2.255 -3.637 0.26
H -0.011 -0.861 -3.909 0.34
H 1.669 -1.746 -3.474 0.52
H 1.046 -3.237 -2.889 0.40
H 3.282 -2.781 -1.684 0.37
H 1.766 -2.932 -0.693 0.34
H 2.873 -0.362 -1.477 0.19
H 4.430 -1.531 0.010 0.31
H 3.126 -1.856 1.110 0.39
H 4.446 0.758 0.398 0.38
H 3.943 0.063 1.888 0.43
H 2.060 1.853 2.851 0.32
H 1.632 2.708 1.445 0.25
H 3.399 2.534 1.808 0.33


Repeat the first record exactly.
43
Properties=species:S:1:pos:R:3:mulliken_charge:R:1 method="wB97M-V/def2-TZVPD" e_homo_ha=-0.2840 e_above_lowest_kj_mol=1736.9 smiles="COc1cc2c(cc1OC)CN(C(=S)Nc1ccccc1Cl)CC2" multiplicity=1 total_charge=0 total_energy_ev=-49391.0221 largest_force_ev_per_a=17.69
C 0.960 2.537 -4.448 -0.86
O 0.428 1.386 -4.244 -0.32
C 0.935 0.766 -3.013 0.19
C 0.598 -0.499 -2.830 -0.18
C 0.527 -1.390 -1.805 -0.31
C 1.250 -0.788 -0.767 1.16
C 1.715 0.562 -0.746 -0.74
C 1.612 1.097 -2.024 0.67
O 1.945 2.512 -2.228 -0.53
C 2.409 3.386 -0.945 -0.89
C 1.610 -1.515 0.620 -0.96
N 0.351 -2.650 0.803 0.08
C -0.602 -2.223 1.408 0.50
S -1.986 -3.269 1.494 -0.40
N -0.598 -0.954 1.776 0.10
C -1.652 -0.377 2.644 0.39
C -2.313 -0.968 3.616 0.01
C -3.551 -0.380 4.238 -0.97
C -3.508 1.109 4.375 -0.47
C -2.701 2.010 3.456 -0.91
C -1.846 0.965 2.558 0.21
Cl -0.699 2.058 1.444 -0.29
C 0.440 -3.408 -0.317 -1.05
C -0.124 -2.774 -1.678 -0.89
H 1.908 2.699 -4.367 0.44
H 0.464 2.576 -5.459 0.27
H 0.353 3.272 -3.827 0.23
H -0.032 -1.004 -3.766 0.14
H 2.275 1.109 0.151 0.26
H 1.878 3.131 -0.083 0.29
H 3.375 2.770 -0.722 0.34
H 2.868 4.280 -1.254 0.36
H 1.726 -0.888 1.642 0.37
H 2.734 -2.201 0.500 0.28
H -0.269 -0.087 1.292 -0.21
H -2.424 -2.048 3.694 0.42
H -4.059 -0.725 5.039 0.44
H -4.173 1.592 4.910 0.51
H -2.689 2.936 3.398 0.66
H -0.258 -4.475 -0.069 0.34
H 1.576 -4.019 -0.465 0.35
H 0.571 -3.398 -2.336 0.26
H -1.026 -2.713 -1.662 0.70